(1)
{
  "formula": "C6H6N2",
  "method": "ωB97M-V/def2-TZVPD",
  "species": ["N", "C", "C", "C", "N", "C", "C", "C", "H", "H", "H", "H", "H", "H"],
  "coordinates": [[1.10110, 3.01095, 0.40063], [0.74013, 1.92146, 0.51901], [0.42415, 0.48639, 0.72426], [0.32175, 0.04438, -0.66113], [0.43313, 0.86758, -1.76662], [-0.33366, -1.22914, -0.66806], [-0.90561, -1.60927, 0.59012], [-0.19362, -0.53593, 1.63323], [0.36360, 0.43783, -2.76445], [1.05089, 1.62554, -1.71628], [-1.00317, -1.68997, -1.71616], [-1.71137, -2.34351, 1.00542], [-0.76354, 0.15587, 2.15151], [0.47622, -1.14218, 2.26849]],
  "homo_lumo_gap_ev": 8.13,
  "smiles": "N#CC1=C(N)C=CC1",
  "homo_energy_ev": -8.122
}



(2)
{
  "formula": "C6H8F2IN2",
  "method": "ωB97M-V/def2-TZVPD",
  "species": ["C", "C", "C", "C", "C", "C", "N", "N", "F", "F", "I", "H", "H", "H", "H", "H", "H", "H", "H"],
  "coordinates": [[1.96232, 0.30556, 0.84721], [1.08922, -0.51578, 1.58513], [-0.08164, -0.47629, 0.84131], [1.88576, 1.50287, -1.37149], [-0.97620, 0.37355, -1.21017], [-3.32343, -1.99697, 1.11462], [1.32358, 0.74436, -0.25242], [0.09484, 0.27059, -0.23592], [-4.44549, -1.56371, 1.54332], [-3.36586, -3.28213, 1.09167], [1.63652, -1.34368, 3.41518], [2.95228, 0.58014, 0.94311], [1.22020, 2.34872, -1.80679], [2.62499, 2.16094, -1.15275], [2.01976, 0.79534, -2.11416], [-0.54759, -0.15945, -2.16944], [-1.81527, -0.01444, -0.78853], [-1.31352, 1.27777, -1.45759], [-0.94046, -1.00738, 1.17771]],
  "homo_lumo_gap_ev": 9.67,
  "total_charge": 1,
  "homo_energy_ev": -12.832
}



(3)
{
  "formula": "C21H13Br4I2N5O2Tc",
  "method": "ωB97M-V/def2-TZVPD",
  "species": ["Tc", "N", "C", "N", "C", "N", "N", "C", "C", "C", "C", "C", "C", "N", "C", "C", "C", "C", "C", "C", "H", "H", "H", "H", "H", "H", "H", "H", "H", "H", "H", "I", "C", "I", "H", "H", "Br", "C", "C", "Br", "C", "Br", "C", "O", "C", "O", "C", "Br"],
  "coordinates": [[0.44685, 0.18451, -0.81579], [-3.43279, 0.00417, 0.85580], [-2.47507, -0.22330, 0.03206], [-1.33851, 0.39125, 0.27532], [-1.12381, 1.21291, 1.35300], [0.05865, 1.62544, 1.66349], [1.05961, 1.24535, 0.79369], [2.28540, 1.54993, 0.93406], [3.19515, 1.07361, -0.09980], [4.51435, 1.34902, -0.11950], [5.29219, 0.91037, -1.17613], [4.71328, 0.06195, -2.16710], [3.30178, -0.19217, -2.07614], [2.55578, 0.29524, -1.09746], [-2.20721, 1.49760, 2.25918], [-2.19509, 2.25652, 3.38331], [-3.38828, 2.48541, 4.08750], [-4.56318, 1.79903, 3.75524], [-4.57793, 0.88476, 2.67448], [-3.42093, 0.83822, 1.96430], [-4.22436, -0.60444, 0.64661], [-2.51294, -0.92137, -0.82643], [2.71478, 2.09752, 1.75841], [4.98992, 2.01142, 0.64298], [6.35887, 1.24014, -1.26810], [5.32894, -0.27483, -3.01361], [2.77286, -0.76891, -2.85176], [-1.26449, 2.69585, 3.73258], [-3.41608, 3.24526, 4.89208], [-5.43834, 1.98125, 4.39318], [-5.50127, 0.39306, 2.36813], [-2.92616, 2.21253, -3.10985], [-1.38603, 3.26682, -2.26273], [0.48591, 2.26751, -2.59156], [-1.51288, 3.34307, -1.19705], [-1.27133, 4.28430, -2.69758], [0.11461, -6.35916, -3.10940], [0.54144, -4.89817, -2.05690], [1.13800, -4.96754, -0.77075], [1.60207, -6.70427, -0.16120], [1.25136, -3.90021, 0.04582], [1.99460, -3.94124, 1.73706], [0.79818, -2.60176, -0.36843], [0.80282, -1.49623, 0.29046], [0.32073, -2.52979, -1.76779], [0.09590, -1.29029, -2.19694], [0.09379, -3.66930, -2.51061], [-0.65113, -3.36103, -4.22612]],
  "multiplicity": 4,
  "homo_lumo_gap_ev": [6.52, 5.90],
  "total_charge": 2,
  "homo_energy_ev": [-13.426, -13.694]
}



(4)
{
  "formula": "C15H30F7O15PV",
  "method": "ωB97M-V/def2-TZVPD",
  "species": ["V", "P", "F", "F", "F", "F", "F", "F", "F", "C", "O", "C", "O", "O", "C", "H", "H", "H", "H", "H", "H", "C", "O", "C", "O", "O", "C", "H", "H", "H", "H", "H", "H", "C", "O", "C", "O", "O", "C", "H", "H", "H", "H", "H", "H", "C", "O", "C", "O", "O", "C", "H", "H", "H", "H", "H", "H", "C", "O", "C", "O", "O", "C", "H", "H", "H", "H", "H", "H"],
  "coordinates": [[0.17829, 0.15778, 0.14231], [-2.90033, -1.64246, 0.57063], [-2.46702, -2.28294, -0.87624], [-2.45157, -3.06032, 1.14807], [-1.41290, -1.08841, 0.61147], [-3.21900, -1.05516, 2.03896], [-3.31213, -0.18757, -0.02188], [-4.51216, -1.98399, 0.62732], [1.90597, 1.22446, -0.25160], [0.70876, 4.05296, 0.35314], [-0.62060, 4.18211, 0.96652], [-1.32146, 3.06156, 1.24532], [-0.95040, 1.91740, 1.00582], [-2.48326, 3.43657, 1.95305], [-3.25917, 2.29431, 2.43103], [1.12849, 5.01516, 0.05970], [0.53842, 3.58832, -0.61804], [1.39608, 3.39820, 0.88884], [-3.70437, 1.63823, 1.68306], [-4.14926, 2.65596, 2.94586], [-2.68925, 1.68434, 3.13191], [4.26180, -0.94507, 0.14948], [3.74428, -2.20900, 0.55963], [2.43368, -2.40078, 0.91100], [1.59809, -1.45146, 0.95784], [2.23001, -3.70958, 1.35682], [0.97789, -4.07138, 1.90377], [4.08680, -0.25956, 0.97867], [3.77391, -0.49698, -0.71613], [5.34761, -0.94756, 0.05401], [0.36374, -3.25962, 2.29361], [1.12902, -4.86736, 2.63293], [0.46767, -4.52224, 1.05259], [-1.50928, -0.97996, 4.65367], [-0.40678, -0.01680, 4.84376], [0.27960, 0.47161, 3.87287], [0.24524, 0.24707, 2.68527], [1.10706, 1.43726, 4.41666], [1.69909, 2.33701, 3.48039], [-1.34469, -1.91189, 4.11283], [-2.38474, -0.57693, 4.14451], [-1.86428, -1.15388, 5.66946], [2.46690, 1.92625, 2.82477], [2.09408, 3.12579, 4.12063], [0.86655, 2.84449, 2.99312], [1.38771, -4.27298, -3.32291], [0.82308, -3.42111, -2.32215], [0.98674, -2.03103, -2.41949], [0.59005, -1.32728, -1.48431], [1.80414, -1.66985, -3.43061], [2.15782, -0.24692, -3.56516], [2.44945, -4.05737, -3.44258], [0.87177, -4.12094, -4.27096], [1.36188, -5.32227, -3.02894], [2.79152, 0.07364, -2.73826], [1.29359, 0.40728, -3.68019], [2.80557, -0.09975, -4.42938], [-2.10638, -0.14061, -3.48786], [-1.72961, 1.19798, -3.51925], [-1.05583, 1.70767, -2.58307], [-0.58509, 1.11475, -1.64456], [-0.79502, 3.00815, -2.82670], [-1.07435, 3.69257, -4.06528], [-2.67634, -0.54499, -2.65136], [-1.24426, -0.79918, -3.59344], [-2.74086, -0.30163, -4.35941], [-1.03233, 3.07906, -4.96525], [-0.24805, 4.40156, -4.11696], [-2.10124, 4.05716, -4.03936]],
  "multiplicity": 4,
  "homo_lumo_gap_ev": [7.59, 10.40],
  "homo_energy_ev": [-7.272, -10.088]
}



(5)
{
  "formula": "C5H10O",
  "method": "ωB97M-V/def2-TZVPD",
  "species": ["C", "O", "C", "C", "C", "C", "H", "H", "H", "H", "H", "H", "H", "H", "H", "H"],
  "coordinates": [[2.68928, -0.13504, -0.03836], [1.49642, 0.30914, -0.45303], [0.41022, -0.11230, 0.16497], [-0.84242, 0.56466, -0.24953], [-2.13809, 0.14247, 0.38243], [-1.90557, -0.14788, -1.06716], [2.18078, 0.13913, 1.53481], [2.77818, -1.21732, 0.07494], [3.49187, 0.35903, -0.58761], [0.36951, -1.17557, 0.41454], [1.29897, 0.16285, 1.71516], [-0.71309, 1.62381, -0.45772], [-2.84519, 0.91916, 0.65666], [-2.09721, -0.69155, 1.07859], [-1.72185, -1.17691, -1.36415], [-2.45181, 0.43631, -1.80453]],
  "homo_lumo_gap_ev": 8.74,
  "homo_energy_ev": -7.848
}



(6)
{
  "formula": "C3H11NO3S",
  "method": "ωB97M-V/def2-TZVPD",
  "species": ["C", "C", "S", "N", "C", "O", "H", "H", "H", "H", "H", "H", "H", "H", "H", "O", "H", "H", "O"],
  "coordinates": [[-1.06619, -0.93563, 0.39990], [-2.65690, -0.73761, 0.44989], [-3.53656, -0.91917, 2.06351], [-0.50410, -0.86022, -0.92670], [0.85006, -0.41018, -1.43238], [1.37849, 0.53634, -0.64916], [-0.58436, -0.30747, 1.12145], [-0.69020, -1.95120, 0.72650], [-3.07619, -1.29320, -0.28218], [-2.79681, 0.36607, 0.15020], [-1.27004, -0.29299, -1.50282], [0.92108, 0.13475, -2.44245], [1.48505, -1.45523, -1.42803], [3.43410, 1.54987, 0.60919], [2.73517, 0.63273, -0.42461], [3.70474, 0.84619, -0.02568], [0.95302, 1.24313, 0.49385], [-0.04021, 1.83352, 1.79378], [0.75984, 2.02027, 1.30573]],
  "homo_lumo_gap_ev": 5.96,
  "total_charge": -2,
  "homo_energy_ev": 0.004
}



> Which formula does entry 4 have?

C15H30F7O15PV